A cluster of 8 separate species, C63H68F2NO2S2 in total in a non-equilibrium geometry. Source: the OMol25 dataset; level of theory: wB97M-V/def2-TZVPD.

Cartesian coordinates (Å):
C1 5.45946 0.24222 -1.51836
C2 4.71796 0.93162 -2.66698
S1 3.13752 0.09602 -3.00875
C3 2.25973 0.56625 -1.48079
C4 0.84591 0.86173 -1.81431
C5 0.45926 2.14756 -2.19880
S2 1.63636 3.45950 -2.42240
C6 -0.88110 2.38418 -2.48248
C7 -1.30194 3.77845 -2.86528
O1 -1.72220 3.98566 -3.94534
O2 -1.14923 4.73592 -1.93579
C8 -2.19478 4.68544 -0.93433
C9 -1.82594 1.35617 -2.43130
C10 -3.27615 1.67719 -2.73661
C11 -3.71961 1.47570 -4.20996
C12 -2.61608 1.06314 -5.16128
F1 -3.11840 1.00587 -6.43802
C13 -1.38618 0.08333 -2.08201
C14 -2.30983 -1.10685 -1.96092
C15 -2.93568 -1.15567 -0.55344
F2 -3.27140 -1.07474 -2.93244
N1 -0.07705 -0.12335 -1.77788
C16 0.37871 -1.45875 -1.36975
C17 0.38159 -1.75290 -0.01416
C18 0.82228 -3.01396 0.36643
C19 1.24120 -3.93516 -0.58822
C20 1.19848 -3.62110 -1.94369
C21 0.76052 -2.36315 -2.34559
H1 4.96226 0.53205 -0.59440
H2 5.38175 -0.83749 -1.57771
H3 6.48731 0.57825 -1.44280
H4 5.29603 0.97129 -3.58045
H5 4.44178 1.92844 -2.33615
H6 2.74162 1.46049 -1.11023
H7 2.36780 -0.19964 -0.72222
H8 1.59608 4.03016 -1.20864
H9 -3.16018 4.88541 -1.38793
H10 -1.96554 5.45129 -0.20642
H11 -2.17992 3.71731 -0.43475
H12 -3.89818 1.08980 -2.07140
H13 -3.44602 2.70742 -2.45324
H14 -4.54448 0.77315 -4.22623
H15 -4.12085 2.41813 -4.57211
H16 -2.22608 0.08480 -4.88564
H17 -1.83044 1.81232 -5.14849
H18 -1.75776 -2.02706 -2.10082
H19 -2.84622 -2.16080 -0.15795
H20 -2.36847 -0.51942 0.11993
H21 -3.97539 -0.84943 -0.57046
H22 0.05729 -1.03730 0.72648
H23 0.85333 -3.30808 1.40331
H24 1.58964 -4.91580 -0.30375
H25 1.50766 -4.31754 -2.70564
H26 0.72005 -2.06939 -3.38413
C22 8.40931 3.61931 2.01143
C23 8.06487 3.57447 0.66762
C24 6.79199 3.17000 0.29229
C25 5.86116 2.81874 1.26111
C26 6.20430 2.86665 2.60468
C27 7.48026 3.26397 2.97940
H27 9.40267 3.93220 2.30460
H28 8.78866 3.85477 -0.08645
H29 6.52451 3.13160 -0.75680
H30 4.86425 2.50788 0.96932
H31 5.47798 2.59484 3.36000
H32 7.75043 3.29790 4.02660
C28 -2.37039 -0.80750 5.22040
C29 -1.31138 -1.69780 5.10423
C30 -1.03190 -2.29010 3.87970
C31 -1.80846 -1.98286 2.77146
C32 -2.86293 -1.08710 2.88690
C33 -3.14768 -0.50179 4.11111
H33 -2.58994 -0.35148 6.17709
H34 -0.70609 -1.93334 5.96939
H35 -0.21115 -2.99122 3.79337
H36 -1.59724 -2.44093 1.81355
H37 -3.46651 -0.84837 2.02064
H38 -3.97590 0.19014 4.20097
C34 -0.80309 1.68849 2.53715
C35 -1.24308 2.35538 3.67193
C36 -0.81906 3.65326 3.92308
C37 0.03963 4.29063 3.03743
C38 0.47901 3.62599 1.90249
C39 0.05994 2.32491 1.65333
H39 -1.13113 0.67721 2.34548
H40 -1.91298 1.86456 4.36121
H41 -1.15886 4.16916 4.81124
H42 0.36748 5.30374 3.23292
H43 1.15206 4.12480 1.21653
H44 0.41117 1.80386 0.76909
C40 4.33214 -6.30017 1.46297
C41 4.96507 -7.38993 2.04400
C42 5.87588 -8.13532 1.30879
C43 6.15903 -7.78785 -0.00507
C44 5.52807 -6.69705 -0.58574
C45 4.61237 -5.95564 0.14783
H45 3.62091 -5.71884 2.03724
H46 4.74928 -7.65807 3.06995
H47 6.36625 -8.98763 1.76018
H48 6.87223 -8.36761 -0.57603
H49 5.75027 -6.42514 -1.60969
H50 4.11869 -5.10487 -0.30695
C46 -2.36999 7.12716 4.10575
C47 -2.01539 7.10180 5.44778
C48 -2.45160 8.10556 6.30101
C49 -3.24869 9.13148 5.81342
C50 -3.60557 9.15630 4.47242
C51 -3.16373 8.15629 3.61794
H51 -2.02730 6.34486 3.43963
H52 -1.39680 6.29999 5.83199
H53 -2.17056 8.08844 7.34589
H54 -3.59170 9.91245 6.47912
H55 -4.22790 9.95624 4.09323
H56 -3.43894 8.17941 2.57113
C52 -6.55039 -3.00851 1.03009
C53 -6.46808 -1.99088 1.97115
C54 -7.57286 -1.19066 2.22876
C55 -8.76234 -1.41274 1.54884
C56 -8.84518 -2.43132 0.60932
C57 -7.73892 -3.22756 0.34729
H57 -5.68858 -3.63400 0.83091
H58 -5.54300 -1.82528 2.50838
H59 -7.50800 -0.39530 2.96042
H60 -9.62571 -0.79297 1.75242
H61 -9.77379 -2.60585 0.08198
H62 -7.80439 -4.02067 -0.38621
C58 2.49809 -6.25479 -5.87283
C59 2.10994 -4.94472 -5.62882
C60 0.90186 -4.47232 -6.12445
C61 0.07758 -5.31258 -6.85977
C62 0.46456 -6.62318 -7.10176
C63 1.67513 -7.09341 -6.61126
H63 3.44122 -6.62177 -5.48909
H64 2.75350 -4.28886 -5.05355
H65 0.60306 -3.44678 -5.94189
H66 -0.86435 -4.94572 -7.24633
H67 -0.17744 -7.27870 -7.67520
H68 1.97762 -8.11394 -6.80539

Forces on atoms 1 to 2 (eV/Å):
-0.5 0.3 0.0
-0.1 -0.4 0.9

Computed properties:
HOMO-LUMO gap in hartree: 0.2611
Total charge: +1
F_max in eV/Å: 1.52
E_LUMO in Ha: -0.141